1.
Molecular formula: C19H22N2O4S
Method: DFT, wB97M-V/def2-TZVPD

Lowest unoccupied orbital energy (eV): 0.4
Structure (SMILES): O=C(CCOc1ccccc1)Nc1ccc(S(=O)(=O)N2CCCC2)cc1
Spin multiplicity: 1
Kohn-Sham gap (eV): 9.10
E_HOMO (eV): -8.70

```
48
Properties=species:S:1:pos:R:3:lowdin_charge:R:1
S 3.076 -0.987 -0.119 0.687
O 3.536 -1.566 -1.346 -0.281
O -3.629 -1.235 -1.586 0.094
O 3.738 -1.362 1.102 -0.281
O -4.516 1.508 0.260 -0.041
N 3.038 0.697 -0.320 -0.233
N -2.795 -1.506 0.520 0.141
C 5.304 1.418 -0.205 -0.151
C -1.359 1.951 -1.493 -0.070
C -2.709 1.820 -1.235 -0.005
C -0.844 -1.381 -0.948 0.008
C -0.596 -1.563 1.446 -0.017
C 1.325 -1.283 0.060 -0.278
C -5.105 -0.867 0.270 -0.059
C 3.156 1.408 0.940 -0.212
C -0.436 1.876 -0.463 -0.095
C -0.880 1.692 0.834 -0.085
C 0.774 -1.456 1.315 -0.059
C -1.416 -1.500 0.318 -0.217
C 0.527 -1.260 -1.067 -0.043
C -2.230 1.558 1.104 -0.026
C -5.000 0.455 1.058 -0.188
C -3.154 1.603 0.065 -0.281
C -3.781 -1.221 -0.389 -0.469
C 4.111 1.214 -1.151 -0.199
C 4.664 1.599 1.183 -0.156
H 1.428 -1.504 2.173 0.114
H -3.438 1.865 -2.029 0.124
H 5.905 2.277 -0.500 0.105
H -6.000 0.764 1.374 0.131
H -0.170 1.651 1.647 0.105
H -3.070 -1.536 1.493 0.142
H -2.558 1.430 2.126 0.115
H 5.022 0.835 1.870 0.101
H -1.024 2.102 -2.508 0.109
H -5.842 -0.751 -0.526 0.127
H -4.383 0.316 1.955 0.108
H 2.647 2.370 0.835 0.119
H -1.038 -1.680 2.425 0.117
H -5.427 -1.663 0.943 0.124
H 2.671 0.829 1.723 0.107
H 4.871 2.580 1.608 0.106
H 3.776 2.163 -1.580 0.125
H -1.477 -1.356 -1.818 0.109
H 4.308 0.503 -1.949 0.108
H 0.996 -1.148 -2.031 0.123
H 0.620 1.949 -0.668 0.088
H 5.935 0.530 -0.217 0.110
```

---

2.
Molecular formula: H20O10
Method: DFT, wB97M-V/def2-TZVPD

Lowest unoccupied orbital energy (eV): 0.0
Structure (SMILES): O.O.O.O.O.O.O.O.O.O
Spin multiplicity: 1
Kohn-Sham gap (eV): 10.70
E_HOMO (eV): -10.66

```
30
Properties=species:S:1:pos:R:3:lowdin_charge:R:1
O -1.841 1.108 -3.333 -0.060
O -0.600 3.508 0.030 -0.063
O -0.926 -1.215 3.733 -0.072
O -1.935 1.075 2.333 -0.044
O 3.041 -2.708 -0.582 -0.051
O 2.181 -0.691 0.693 -0.139
O -2.892 -3.446 0.196 -0.062
O -0.007 -1.270 -1.059 -0.104
O 1.412 2.493 1.934 -0.072
O 1.061 0.241 -3.261 -0.104
H 0.852 2.904 1.227 0.009
H -1.037 4.205 0.553 0.063
H -0.340 -1.003 -0.184 0.027
H -0.979 -0.624 4.493 0.028
H 2.156 -3.125 -0.600 0.075
H -2.375 0.387 -3.674 0.038
H -2.836 -3.384 -0.774 0.041
H 2.767 -1.144 0.032 -0.012
H 2.991 -0.272 1.175 0.094
H -1.309 0.582 -2.723 0.006
H 0.744 -0.601 -1.133 0.031
H 3.145 -2.517 -1.522 0.058
H -1.995 -3.442 0.523 0.019
H 1.808 -0.188 -3.820 0.093
H 1.599 3.104 2.640 0.020
H 0.680 0.879 -3.906 0.047
H -1.124 -0.528 3.080 -0.020
H -1.501 0.863 1.501 0.040
H -1.324 1.660 2.795 0.047
H -1.419 3.150 -0.370 0.064
```

---

3.
Molecular formula: C3H9N3O2
Method: DFT, wB97M-V/def2-TZVPD

Lowest unoccupied orbital energy (eV): 1.0
Structure (SMILES): C/C(O)=N\N.NC=O
Spin multiplicity: 1
Kohn-Sham gap (eV): 8.73
E_HOMO (eV): -7.78

```
17
Properties=species:S:1:pos:R:3:lowdin_charge:R:1
O 0.519 -1.622 0.701 -0.073
O -1.457 -1.056 -1.243 0.081
N 0.158 1.877 -0.243 -0.029
N 2.573 -1.056 -0.113 0.130
N 0.037 0.595 -0.771 -0.070
C -0.977 -0.174 -0.360 -0.481
C 1.419 -0.746 0.538 -0.408
C -1.909 0.081 0.780 -0.007
H 1.540 0.118 1.210 0.127
H 0.179 2.555 -1.003 0.074
H -0.573 2.179 0.399 0.059
H -2.620 0.864 0.506 0.092
H -2.457 -0.833 1.012 0.093
H -0.857 -1.040 -2.006 0.123
H 2.528 -1.816 -0.776 0.106
H -1.350 0.401 1.661 0.086
H 3.247 -0.328 -0.295 0.097
```

---

4.
Molecular formula: C3H5ClF2N2
Method: DFT, wB97M-V/def2-TZVPD

Lowest unoccupied orbital energy (eV): 0.8
Structure (SMILES): [H]/N=C(\NC)C(F)(F)Cl
Spin multiplicity: 1
Kohn-Sham gap (eV): 9.80
E_HOMO (eV): -9.02

```
13
Properties=species:S:1:pos:R:3:lowdin_charge:R:1
Cl -0.601 -3.165 -0.234 0.737
F 0.244 -1.503 1.519 0.118
F -1.681 -0.941 0.315 -0.075
N 1.189 -0.928 -1.663 0.070
N 0.316 0.864 -0.310 -0.067
C 0.440 -0.534 -0.700 -0.367
C -0.355 -1.531 0.375 -0.821
C -0.489 1.488 0.757 -0.098
H 1.648 -0.055 -2.284 0.131
H 0.179 1.416 1.655 0.076
H -1.329 0.795 0.930 0.066
H 0.927 1.473 -0.882 0.119
H -0.487 2.622 0.521 0.113
```

---

5.
Molecular formula: C24H37IrN2O10S2Si
Method: DFT, wB97M-V/def2-TZVPD

Lowest unoccupied orbital energy (alpha / beta) (eV): -2.9 / -6.7
Spin multiplicity: 6
Charge: +1
Kohn-Sham gap (alpha / beta) (eV): 9.12 / 6.04
E_HOMO (alpha / beta) (eV): -11.98 / -12.75

```
77
Properties=species:S:1:pos:R:3:lowdin_charge:R:1
Ir 1.585 0.030 -1.971 1.309
S 0.785 -0.515 -0.032 0.535
S 1.858 -1.273 -4.254 0.477
Si -1.195 -0.311 1.152 0.019
O 7.617 2.791 -1.953 0.137
O -2.046 0.745 0.326 -0.117
O 1.810 2.084 -1.844 -0.186
O 2.597 -1.772 -3.034 -0.408
O 5.882 4.166 -2.090 0.157
O 3.180 3.849 -1.971 0.134
O 2.089 0.190 -4.290 -0.371
O 2.055 -2.032 -5.431 -0.206
O -0.662 -0.023 2.614 -0.122
O -1.885 -1.736 0.945 -0.126
N 4.900 -0.310 -1.669 0.066
N 3.771 0.397 -1.643 -0.053
C 6.431 2.970 -1.951 -0.485
C -2.541 -2.751 3.064 -0.011
C 2.995 2.658 -1.876 -0.500
C 1.321 -0.521 3.852 -0.022
C -1.076 2.865 -0.313 -0.015
C -2.631 2.676 1.666 -0.009
C -3.504 2.343 -0.648 -0.012
C -2.669 -3.964 0.885 -0.018
C -0.611 -0.169 -3.671 -0.091
C -0.428 -3.443 1.876 -0.022
C -1.884 -0.208 -3.128 -0.010
C 0.331 0.578 3.500 -0.608
C -0.434 1.044 4.724 -0.009
C 5.969 0.491 -1.771 0.052
C -0.318 -2.508 -3.087 -0.030
C 1.029 1.733 2.804 -0.024
C 4.116 1.676 -1.757 -0.124
C 5.510 1.796 -1.830 -0.019
C -1.867 -2.982 1.720 -0.602
C -2.389 -1.375 -2.558 -0.223
C 0.199 -1.313 -3.615 -0.382
C -1.592 -2.525 -2.568 -0.004
C -2.302 2.185 0.267 -0.596
C -3.748 -1.384 -1.930 -0.014
H 0.156 -2.711 2.438 0.062
H 4.858 -1.316 -1.695 0.172
H -4.363 1.799 -0.253 0.099
H -3.680 -0.951 -0.928 0.077
H -1.782 2.559 2.339 0.057
H 0.300 -3.398 -3.075 0.136
H -0.966 0.207 5.180 0.094
H -4.139 -2.396 -1.836 0.089
H 1.741 2.189 3.494 0.106
H -0.877 2.513 -1.327 0.078
H -0.233 0.732 -4.143 0.126
H 6.980 0.114 -1.802 0.157
H 0.815 -1.356 4.338 0.092
H -4.451 -0.784 -2.507 0.096
H -1.969 -2.063 3.686 0.077
H -3.546 -2.348 2.920 0.100
H -1.158 1.819 4.466 0.086
H -0.394 -4.384 2.426 0.104
H -3.480 2.125 2.074 0.104
H -3.682 -3.590 0.725 0.095
H -2.735 -4.923 1.402 0.100
H -2.499 0.681 -3.157 0.114
H -2.629 -3.701 3.594 0.101
H 0.261 1.453 5.460 0.102
H -2.893 3.734 1.633 0.105
H -3.277 1.974 -1.646 0.066
H 1.591 1.394 1.930 0.062
H 0.324 2.505 2.499 0.074
H -2.192 -4.130 -0.084 0.072
H -3.770 3.399 -0.729 0.103
H -1.228 3.945 -0.357 0.108
H 1.826 -0.887 2.954 0.078
H 2.082 -0.136 4.534 0.102
H -0.189 2.677 0.297 0.069
H 0.037 -3.599 0.900 0.087
H 4.906 4.143 -2.105 0.070
H -1.989 -3.445 -2.154 0.115
```